Entry 1:
ORCA calculation (ωB97M-V with the def2-TZVPD basis set) on a structure of composition C40H59As3BrN2O4Ti at a distorted geometry.

```
110
C40H59As3BrN2O4Ti, DFT ωB97M-V with the def2-TZVPD basis set
Ti 0.89 0.76 1.27
O 4.46 1.59 -1.29
C 4.09 2.85 -1.63
C 4.86 3.53 -2.56
C 4.54 4.83 -2.93
C 3.43 5.45 -2.37
C 2.65 4.77 -1.46
C 2.96 3.47 -1.06
C 2.15 2.79 -0.05
O 2.34 1.51 0.25
N 1.25 3.47 0.60
N 0.62 2.71 1.53
C -0.20 3.37 2.36
C -0.73 2.81 3.53
C -1.36 3.60 4.52
C -1.77 3.06 5.72
C -1.58 1.70 5.97
C -1.03 0.89 4.99
C -0.61 1.40 3.76
O -0.19 0.61 2.78
H 3.79 1.25 -0.66
H 5.72 3.03 -2.99
H 5.16 5.36 -3.65
H 3.17 6.47 -2.66
H 1.77 5.23 -1.02
H -0.33 4.43 2.17
H -1.49 4.65 4.31
H -2.24 3.69 6.47
H -1.90 1.27 6.91
H -0.95 -0.18 5.17
C 1.18 -0.83 -6.77
C 2.32 -0.25 -5.92
C 3.51 -1.21 -6.00
C 2.76 1.10 -6.51
C 1.84 -0.06 -4.49
C 2.40 -0.70 -3.40
C 1.86 -0.51 -2.14
Br 2.66 -1.44 -0.70
C 0.75 0.31 -1.83
O 0.25 0.31 -0.63
C 0.26 1.06 -2.95
C 0.79 0.82 -4.21
C -0.86 2.12 -2.91
C -0.41 3.38 -3.68
C -1.22 2.60 -1.51
C -2.11 1.52 -3.57
H 1.50 -0.96 -7.81
H 0.31 -0.17 -6.75
H 0.87 -1.80 -6.37
H 3.81 -1.35 -7.04
H 3.24 -2.19 -5.59
H 4.36 -0.82 -5.45
H 3.16 0.97 -7.52
H 3.54 1.54 -5.88
H 1.93 1.80 -6.55
H 3.25 -1.36 -3.49
H 0.36 1.35 -5.04
H 0.57 3.71 -3.33
H -1.13 4.18 -3.52
H -0.35 3.21 -4.76
H -0.37 3.10 -1.05
H -1.53 1.79 -0.86
H -2.04 3.33 -1.57
H -1.93 1.29 -4.63
H -2.95 2.22 -3.52
H -2.39 0.60 -3.07
C 0.88 -2.33 4.11
As 1.02 -1.90 2.18
C 2.32 -3.41 1.91
C -1.09 -3.92 1.42
C -2.57 -3.58 1.59
C -3.48 -4.77 1.16
C -3.00 -2.39 0.71
As -2.25 -0.56 0.98
C -3.32 0.04 2.54
C -3.64 0.19 -0.25
C -2.86 -3.23 3.07
As -3.42 -4.65 4.30
C -1.76 -5.67 4.57
C -3.22 -3.53 5.92
H 0.24 -3.21 4.23
H 0.46 -1.49 4.66
H 1.87 -2.56 4.51
H 2.17 -4.16 2.68
H 3.35 -3.04 1.95
H 2.15 -3.87 0.94
H -0.85 -4.88 1.89
H -0.80 -3.95 0.36
H -3.35 -4.96 0.09
H -4.54 -4.56 1.35
H -3.20 -5.67 1.71
H -4.09 -2.30 0.76
H -2.73 -2.61 -0.33
H -4.36 -0.28 2.46
H -3.28 1.13 2.55
H -2.90 -0.31 3.48
H -4.64 -0.18 0.01
H -3.42 -0.11 -1.27
H -3.65 1.28 -0.19
H -3.69 -2.52 3.11
H -1.97 -2.72 3.45
H -1.59 -6.34 3.73
H -1.84 -6.27 5.48
H -0.91 -5.00 4.65
H -3.97 -2.73 5.92
H -2.23 -3.06 5.92
H -3.34 -4.12 6.82
C 2.24 -0.34 2.41
H 3.26 -0.49 2.03
H 2.27 0.01 3.45
```

Output
spin multiplicity = 2
energy above the lowest of the compared OMol25 structures with the same formula, charge and spin = 2.415 eV
DFT total energy = -12100.88019 hartree
gap between HOMO and LUMO (alpha / beta) = 3.777 / 3.800 eV
M = 984.5 g/mol
charge = -2

---

Entry 2:
ORCA calculation (ωB97M-V with the def2-TZVPD basis set) on a structure of composition C40H59BN9PReS2.

```
113
C40H59BN9PReS2, DFT ωB97M-V with the def2-TZVPD basis set
Re 0.34 0.27 -0.26
C -0.86 -2.03 -3.01
C -1.36 -2.14 -1.61
C -2.29 -3.06 -1.16
C -2.55 -2.74 0.16
C -3.50 -3.38 1.11
N -1.80 -1.68 0.48
N -1.04 -1.30 -0.60
B -1.87 -0.80 1.75
N -2.18 0.64 1.33
N -1.41 1.30 0.41
C -1.99 2.48 0.16
C -1.55 3.49 -0.84
C -3.13 2.59 0.96
C -3.22 1.41 1.68
C -4.27 0.98 2.64
N -0.51 -0.85 2.46
N 0.59 -0.34 1.85
C 1.57 -0.33 2.77
C 2.94 0.23 2.60
C 1.08 -0.85 3.96
C -0.24 -1.17 3.73
C -1.25 -1.77 4.65
H -1.72 -2.05 -3.69
H -0.33 -1.10 -3.18
H -0.22 -2.88 -3.27
H -2.74 -3.86 -1.73
H -3.91 -4.29 0.66
H -3.00 -3.65 2.04
H -4.33 -2.72 1.36
H -2.72 -1.21 2.47
H -0.56 3.29 -1.24
H -2.26 3.50 -1.67
H -1.55 4.48 -0.39
H -3.81 3.42 0.99
H -5.03 1.75 2.73
H -4.75 0.06 2.31
H -3.85 0.80 3.64
H 3.25 0.28 1.57
H 2.99 1.24 3.02
H 3.65 -0.38 3.16
H 1.63 -0.99 4.88
H -0.76 -2.07 5.58
H -2.04 -1.06 4.90
H -1.72 -2.65 4.22
C -4.37 -0.07 -1.37
C -3.71 0.42 -2.63
C -4.49 0.55 -3.81
C -3.90 0.95 -4.96
C -2.51 1.23 -4.96
C -1.83 1.64 -6.13
C -0.50 1.90 -6.10
C 0.21 1.76 -4.90
C -0.41 1.36 -3.73
S 0.65 1.33 -2.32
C -1.81 1.10 -3.74
N -2.43 0.70 -2.59
H -4.79 -1.07 -1.53
H -5.20 0.59 -1.09
H -3.65 -0.10 -0.56
H -5.55 0.32 -3.77
H -4.46 1.05 -5.88
H -2.40 1.74 -7.05
H 0.03 2.21 -6.99
H 1.27 1.98 -4.87
C 4.71 0.02 -0.36
C 4.05 -1.37 -0.37
C 4.28 -2.11 0.97
P 2.29 -1.42 -0.99
C 1.73 -3.18 -0.70
C 2.82 -4.25 -0.82
C 0.95 -3.44 0.59
C 2.51 -1.34 -2.84
C 2.95 -2.64 -3.53
C 3.43 -0.21 -3.34
H 5.66 -0.05 0.16
H 4.10 0.77 0.14
H 4.92 0.39 -1.36
H 4.55 -1.96 -1.14
H 4.84 -1.48 1.65
H 4.86 -3.01 0.81
H 3.36 -2.40 1.48
H 1.03 -3.32 -1.53
H 3.36 -4.35 0.12
H 3.55 -4.09 -1.61
H 2.34 -5.21 -1.01
H 1.61 -3.44 1.46
H 0.51 -4.43 0.53
H 0.16 -2.72 0.77
H 1.51 -1.12 -3.20
H 3.95 -2.94 -3.24
H 2.97 -2.46 -4.60
H 2.27 -3.48 -3.35
H 4.46 -0.56 -3.40
H 3.40 0.69 -2.74
H 3.12 0.06 -4.35
C 2.65 5.63 3.93
C 1.74 4.51 3.57
C 0.69 4.07 4.34
C -0.08 3.00 3.85
N 0.17 2.41 2.68
C 1.18 2.85 1.95
S 1.61 2.30 0.37
N 1.95 3.88 2.40
C -1.24 2.47 4.62
H 2.36 6.07 4.88
H 2.62 6.41 3.17
H 3.68 5.27 4.01
H 0.47 4.53 5.28
H 2.72 4.18 1.81
H -1.38 2.98 5.57
H -1.10 1.40 4.79
H -2.14 2.59 4.01
```

Output
spin multiplicity = 4
energy above the lowest of the compared OMol25 structures with the same formula, charge and spin = 0.000 eV
DFT total energy = -3293.02965 hartree
gap between HOMO and LUMO (alpha / beta) = 6.905 / 6.018 eV
M = 958.1 g/mol
charge = +2

---

Entry 3:
ORCA calculation (ωB97M-V with the def2-TZVPD basis set) on a cluster of 7 separate species, C40H60F7N2O20PS2 in total at a distorted geometry.

```
132
C40H60F7N2O20PS2, DFT ωB97M-V with the def2-TZVPD basis set
O -4.30 1.11 -2.90
C -3.51 1.44 -3.96
F -4.18 1.34 -5.29
N -2.07 1.85 -3.73
C -1.12 0.64 -3.77
O -0.15 0.70 -4.68
C -1.30 -0.62 -2.69
C -0.79 -2.06 -3.26
C -1.58 -2.29 -4.71
O -0.87 -2.02 -5.84
C -3.15 -2.75 -4.86
F -3.42 -2.83 -6.34
F -4.05 -1.66 -4.36
C -3.49 -4.23 -4.24
F -2.27 -4.93 -3.69
F -3.93 -5.11 -5.39
C -4.74 -4.26 -3.17
F -4.91 -5.71 -2.79
F -5.99 -3.83 -3.88
C -4.46 -3.45 -1.77
O -5.36 -2.48 -1.44
O -3.31 -3.63 -0.87
O 0.64 -2.17 -3.58
S 1.65 -1.64 -2.32
O 2.69 -2.75 -1.90
O 2.53 -0.48 -2.93
C 0.76 -0.87 -0.85
C 0.59 -1.92 0.45
C 0.23 -3.43 0.05
C -0.01 -4.53 1.22
C 0.16 -3.85 2.69
C 0.57 -2.30 2.80
N 0.81 -1.26 1.76
C -0.67 -0.15 -1.26
P -2.00 -0.25 0.16
S -1.53 1.13 1.46
H -2.04 2.27 -2.76
H -2.47 -0.72 -2.53
H -1.21 -2.90 -2.55
H -2.74 -2.79 -1.01
H 1.46 0.03 -0.50
H 0.14 -3.75 -1.07
H -0.27 -5.65 1.00
H -0.01 -4.49 3.66
H 0.71 -1.89 3.91
H -0.46 1.02 -1.36
H -3.29 0.13 -0.40
H -2.16 -1.57 0.70
O 1.08 -1.71 5.36
C 2.02 -2.07 6.06
O 2.17 -1.57 7.31
C 3.11 -2.06 8.28
C 4.48 -1.43 8.08
C 3.06 -3.01 5.53
H 3.15 -3.15 8.27
H 2.72 -1.77 9.26
H 4.90 -1.67 7.10
H 5.17 -1.76 8.85
H 4.40 -0.33 8.13
H 3.80 -2.44 4.96
H 2.57 -3.73 4.86
H 3.56 -3.60 6.29
O 5.55 -3.72 5.30
C 5.91 -4.62 4.55
O 6.13 -5.86 5.02
C 6.38 -7.02 4.20
C 7.84 -7.12 3.83
C 6.20 -4.33 3.10
H 5.72 -7.02 3.33
H 6.10 -7.89 4.80
H 8.17 -6.26 3.24
H 8.03 -8.03 3.25
H 8.46 -7.14 4.73
H 7.22 -3.93 3.01
H 5.49 -3.58 2.75
H 6.08 -5.19 2.45
O 10.17 -4.56 1.51
C 10.41 -3.37 1.69
O 9.41 -2.47 1.79
C 9.58 -1.09 2.18
C 9.96 -0.23 1.00
C 11.83 -2.88 1.73
H 10.28 -1.01 3.02
H 8.60 -0.76 2.57
H 10.92 -0.54 0.57
H 10.04 0.82 1.30
H 9.22 -0.32 0.20
H 12.19 -2.72 0.71
H 12.45 -3.64 2.21
H 11.97 -1.96 2.31
O -5.26 1.01 -0.06
C -5.71 2.15 -0.15
O -5.00 3.21 0.32
C -5.34 4.59 0.09
C -6.34 5.07 1.12
C -7.08 2.39 -0.70
H -5.68 4.75 -0.94
H -4.41 5.16 0.20
H -7.28 4.51 1.06
H -6.56 6.13 0.98
H -5.95 4.92 2.13
H -7.82 2.24 0.10
H -7.27 1.67 -1.50
H -7.22 3.38 -1.14
O -3.69 5.86 2.00
C -3.44 7.05 2.18
O -4.45 7.95 2.27
C -4.28 9.33 2.67
C -3.89 10.19 1.49
C -2.02 7.55 2.22
H -3.58 9.41 3.50
H -5.25 9.66 3.05
H -2.94 9.88 1.06
H -3.82 11.24 1.78
H -4.64 10.10 0.69
H -1.67 7.70 1.19
H -1.41 6.78 2.70
H -1.89 8.46 2.79
O -6.94 6.29 -8.58
C -6.45 5.18 -8.38
O -5.15 5.05 -8.03
C -4.55 3.82 -7.59
C -4.10 2.99 -8.77
C -7.27 3.94 -8.60
H -5.21 3.28 -6.91
H -3.67 4.11 -7.00
H -4.94 2.69 -9.40
H -3.59 2.08 -8.43
H -3.42 3.56 -9.41
H -7.25 3.68 -9.66
H -8.31 4.15 -8.29
H -6.95 3.09 -8.00
```

Output
spin multiplicity = 1
DFT total energy = -5010.53422 hartree
gap between HOMO and LUMO = 6.614 eV
structure (SMILES) = O=C(F)NC(=O)[C@@H]1[C@@H]([PH2]=S)[C@@H](c2ccccn2)S(=O)(=O)O[C@@H]1C(=O)C(F)(F)C(F)(F)C(F)(F)C(=O)O.CCOC(C)=O.CCOC(C)=O.CCOC(C)=O.CCOC(C)=O.CCOC(C)=O.CCOC(C)=O
M = 1117.0 g/mol

---

Entry 4:
ORCA calculation (ωB97M-V with the def2-TZVPD basis set) on a structure of composition C40H60FGeN3O3PtS2Si4 at a distorted geometry.

```
115
C40H60FGeN3O3PtS2Si4, DFT ωB97M-V with the def2-TZVPD basis set
Pt 0.00 -0.08 0.45
S 1.54 1.21 1.53
C 0.63 1.89 2.85
C 1.31 2.80 3.68
C 0.67 3.42 4.72
C -0.67 3.12 4.99
C -1.34 2.21 4.20
C -0.71 1.59 3.11
S -1.67 0.52 2.13
H 2.35 3.02 3.47
H 1.19 4.15 5.33
H -1.18 3.60 5.82
H -2.38 1.97 4.40
F -5.76 -3.51 -0.56
C -4.63 -3.69 -1.29
C -3.59 -2.84 -1.04
C -2.42 -2.91 -1.79
C -1.37 -1.93 -1.62
O -1.56 -0.98 -0.81
C -0.21 -2.09 -2.42
C -0.14 -3.14 -3.28
N -1.12 -4.05 -3.46
C -0.99 -5.01 -4.54
C 0.30 -5.74 -4.71
C -0.91 -6.48 -4.24
C -2.30 -3.94 -2.74
C -3.36 -4.83 -2.94
C -4.56 -4.71 -2.25
N -5.59 -5.65 -2.49
C -5.82 -6.12 -3.85
C -6.08 -7.63 -3.76
N -6.83 -7.88 -2.48
C -7.75 -6.74 -2.16
C -6.88 -5.52 -1.79
C 0.96 -1.14 -2.45
O 2.04 -1.56 -2.84
O 0.75 0.10 -2.12
H -3.68 -2.10 -0.26
H 0.75 -3.27 -3.89
H -1.51 -4.71 -5.44
H 1.08 -5.56 -3.98
H 0.67 -5.90 -5.71
H -0.93 -6.78 -3.20
H -1.41 -7.16 -4.92
H -3.22 -5.65 -3.63
H -4.96 -5.94 -4.49
H -6.67 -5.60 -4.30
H -5.15 -8.18 -3.70
H -6.67 -7.99 -4.60
H -6.15 -7.94 -1.72
H -7.34 -8.76 -2.52
H -8.40 -7.01 -1.33
H -8.36 -6.56 -3.04
H -6.70 -5.50 -0.72
H -7.42 -4.61 -2.07
C 2.28 -1.82 2.65
Si 0.83 -2.06 1.48
C 1.37 -3.33 0.18
C -0.64 -2.73 2.45
C -0.70 -2.64 3.84
C -1.82 -3.07 4.54
C -2.91 -3.58 3.85
C -2.87 -3.68 2.46
C -1.74 -3.26 1.78
H 2.55 -2.77 3.12
H 2.06 -1.09 3.43
H 3.15 -1.45 2.09
H 1.89 -4.15 0.69
H 2.05 -2.88 -0.54
H 0.52 -3.76 -0.37
H 0.14 -2.22 4.39
H -1.85 -2.99 5.62
H -3.79 -3.90 4.39
H -3.72 -4.07 1.92
H -1.71 -3.33 0.70
C -2.96 2.81 -4.03
Si -2.42 1.20 -3.21
C -4.00 0.49 -2.42
C -1.81 0.10 -4.64
Ge -0.73 1.58 -1.43
Si 1.25 2.74 -2.67
C 2.32 3.35 -1.26
C 2.21 1.79 -3.96
C 0.41 4.22 -3.50
Si -1.92 4.01 -0.44
C -3.40 3.21 0.38
C -2.50 5.45 -1.51
C -0.67 4.62 0.82
H -3.70 2.58 -4.81
H -2.14 3.35 -4.51
H -3.44 3.48 -3.32
H -4.44 -0.31 -3.03
H -4.75 1.27 -2.29
H -3.77 0.07 -1.44
H -2.65 -0.41 -5.11
H -1.10 -0.65 -4.31
H -1.31 0.71 -5.40
H 2.64 2.53 -0.62
H 1.78 4.07 -0.64
H 3.22 3.84 -1.64
H 2.71 0.93 -3.52
H 2.96 2.44 -4.42
H 1.55 1.42 -4.76
H -0.18 4.80 -2.80
H -0.23 3.91 -4.33
H 1.18 4.88 -3.92
H -4.20 3.01 -0.33
H -3.80 3.87 1.16
H -3.13 2.27 0.85
H -3.26 5.14 -2.23
H -1.68 5.92 -2.06
H -2.94 6.21 -0.86
H -0.09 3.80 1.24
H -1.20 5.11 1.64
H 0.03 5.34 0.38
```

Output
spin multiplicity = 2
energy above the lowest of the compared OMol25 structures with the same formula, charge and spin = 4.019 eV
DFT total energy = -6200.46301 hartree
gap between HOMO and LUMO (alpha / beta) = 4.395 / 4.383 eV
M = 1094.1 g/mol
charge = +1